Entry 1:
C4H5FS in the gas phase at a distorted geometry. Source: OMol25; level of theory: the ωB97M-V functional and the def2-TZVPD basis.

Charge ... 0
E_LUMO ... -1.07 eV
SMILES ... C=CC(=S)CF
E_HOMO ... -8.8852 eV
HOMO-LUMO gap ... 7.8 eV

XYZ file:
```
11
Properties=species:S:1:pos:R:3:mulliken_charge:R:1
S -1.2211 -1.4403 -1.1553 -0.241
F 0.1859 2.0841 -0.2906 -0.314
C -0.2999 -0.2229 -0.5013 0.047
C -0.6286 1.2042 -1.0352 -0.232
C 0.6567 -1.3053 1.4582 -0.663
C 0.6979 -0.3080 0.4916 -0.015
H -1.5861 1.5445 -0.7245 0.258
H -0.1976 -2.0038 1.4134 0.253
H 1.3238 0.5355 0.4190 0.393
H -0.4763 1.3349 -2.1844 0.253
H 1.5453 -1.4229 2.1091 0.261
```

Entry 2:
A molecular structure, C27H46AsN7SSi3V. Source: OMol25; level of theory: the ωB97M-V functional and the def2-TZVPD basis.

Charge ... +2
Multiplicity ... 4
Expectation value of S² ... 3.770
E_LUMO (alpha / beta) ... -5.86 / -5.98 eV
E_HOMO (alpha / beta) ... -12.7260 / -13.4584 eV
HOMO-LUMO gap (alpha / beta) ... 6.9 / 7.5 eV

XYZ file:
```
86
Properties=species:S:1:pos:R:3:mulliken_charge:R:1
As -0.7794 0.8822 -0.7837 0.612
V 0.7713 -0.5327 0.8345 0.575
S 1.5581 -2.7613 0.0990 -0.629
Si -0.2092 0.2410 -2.9953 -0.239
Si -3.1119 0.4807 -0.5530 0.236
Si -0.5031 3.2442 -0.6541 0.106
N -0.7766 -1.5367 1.9977 0.518
N 0.6289 0.4706 2.6178 1.000
N -0.3515 0.1905 3.5357 -1.213
N 2.5053 0.8097 0.8189 0.514
N 4.2135 -2.3428 -0.1943 -0.002
N -2.3725 -3.1466 2.5407 0.169
N 3.2647 -3.2497 -1.9446 0.103
C -2.1433 -1.2974 4.0321 1.200
C 1.6619 0.1415 -3.0599 0.017
C 2.5526 1.5909 1.9264 1.271
C -0.8917 -1.4698 -3.2908 -0.777
C 5.3564 -2.7666 -1.0141 -0.614
C 4.4547 1.9328 0.0044 -1.070
C -1.0524 -0.8405 3.1849 -0.709
C 3.5227 2.5607 2.1069 -0.903
C 1.2239 3.6444 -1.2414 -0.680
C 4.4903 2.7382 1.1290 -0.590
C -3.8456 -2.9718 4.4631 -0.906
C 4.6675 -3.0849 -2.3453 -0.524
C 1.5175 1.3378 2.9274 -1.025
C -0.8215 1.4608 -4.2584 -0.904
C -1.4237 -2.6478 1.7642 -0.739
C -2.8026 -2.4764 3.6904 0.183
C -2.5499 -0.5983 5.1728 -0.358
C -1.7517 4.1511 -1.6939 -1.018
C -4.2315 -2.2685 5.5849 -0.448
C 3.4479 0.9870 -0.1073 -0.225
C -3.5869 -1.0805 5.9400 -0.857
C -4.1334 1.4780 -1.7506 -1.106
C -3.5771 0.9195 1.2002 -0.775
C -0.6788 3.6874 1.1508 -0.802
C -3.3924 -1.3448 -0.8874 -0.977
C 3.0595 -2.7820 -0.7234 0.225
C 2.2630 -3.6881 -2.8967 -0.885
H -2.7671 4.0543 -1.2988 0.267
H -3.0057 0.3602 1.9457 0.000
H 4.7462 -2.2638 -3.0620 0.293
H 5.8313 -3.6470 -0.5806 0.364
H 2.0208 -0.6459 -2.3903 -0.801
H 1.3009 -3.7589 -2.4009 0.223
H -0.6096 -2.1533 -2.4866 0.080
H 1.4314 3.2570 -2.2411 0.255
H -3.6784 -1.4989 -1.9289 0.470
H 3.3947 0.3417 -0.9714 0.443
H -4.2270 2.5206 -1.4418 0.340
H 4.2865 -2.2390 0.8051 0.279
H 1.3302 4.7321 -1.2822 0.475
H 6.0945 -1.9748 -1.1043 0.298
H -1.1722 -3.2206 0.8806 0.365
H -2.8077 -4.0213 2.2876 0.315
H -0.4963 -1.8635 -4.2319 0.446
H 2.1357 1.0857 -2.7850 0.292
H -4.3434 -3.8935 4.1870 0.424
H -1.7568 3.8111 -2.7305 0.286
H 1.5174 1.8406 3.8893 0.341
H 2.1951 -2.9778 -3.7232 0.329
H 3.5181 3.1613 3.0069 0.512
H -1.8960 1.6286 -4.1751 0.251
H -0.0733 3.0384 1.7850 0.001
H 5.2589 3.4900 1.2486 0.458
H -4.2147 -1.7153 -0.2677 0.447
H 5.1896 2.0321 -0.7817 0.504
H -3.7352 1.4548 -2.7666 0.256
H 1.9795 -0.1062 -4.0780 0.558
H 2.5398 -4.6651 -3.2906 0.341
H -4.6373 0.6989 1.3557 0.480
H -2.5096 -1.9509 -0.6974 0.035
H -3.9032 -0.5417 6.8221 0.447
H 5.0406 -3.9927 -2.8139 0.390
H -5.1418 1.0544 -1.7813 0.411
H -0.3163 2.4246 -4.1680 0.276
H -2.0350 0.3155 5.4342 0.501
H -3.4330 1.9829 1.3964 0.309
H -5.0421 -2.6431 6.1953 0.436
H 1.9826 3.2635 -0.5552 0.029
H -1.4981 5.2150 -1.6942 0.401
H -0.3512 4.7191 1.3078 0.422
H -1.9805 -1.4682 -3.3708 0.278
H -0.6219 1.0763 -5.2626 0.397
H -1.7138 3.6203 1.4876 0.321
```

Entry 3:
A molecular structure, C16H31N6OPdSSi at a distorted geometry. Source: OMol25; level of theory: the ωB97M-V functional and the def2-TZVPD basis.

Charge ... +1
E_LUMO (alpha / beta) ... -3.94 / -3.93 eV
E_HOMO (alpha / beta) ... -10.6136 / -10.6128 eV
HOMO-LUMO gap (alpha / beta) ... 6.7 / 6.7 eV

XYZ file:
```
57
Properties=species:S:1:pos:R:3:mulliken_charge:R:1
Pd 0.4433 -1.0300 -0.2384 0.391
S 0.3590 -3.5462 0.9059 0.747
Si -0.7729 -0.3637 -3.3087 -0.147
O 0.4406 -2.2098 1.6703 -0.596
N -1.1251 0.3721 1.1736 0.003
N 0.5130 -0.8692 -2.1894 0.049
N -1.0301 1.6582 2.8970 0.631
N 2.3963 -0.9864 -1.0679 0.091
N 0.1183 0.9104 1.3135 0.237
N 0.1866 1.6709 2.3395 -0.891
C -2.1453 0.3015 -2.2674 -0.888
C -3.0240 3.8701 2.7677 -1.486
C 0.2948 -4.7850 2.1733 -1.106
C 4.1611 -1.1009 0.5840 -1.269
C -0.6995 4.7650 3.1588 -1.407
C 1.8818 -0.8455 -2.2989 0.939
C -1.8258 3.8969 3.7105 0.825
C -0.1574 0.9388 -4.4705 -1.162
C -1.8160 0.8664 2.1751 -0.348
C 3.7138 -0.9571 -0.8379 0.431
C 2.6932 -0.7042 -3.4196 -0.759
C -1.3349 -3.7134 0.3782 -0.745
C 4.5776 -0.8304 -1.9084 -0.691
C -1.3425 2.4959 4.0694 -1.117
C 4.0558 -0.7145 -3.1988 -0.441
C -1.3236 -1.8665 -4.2261 -0.941
H -2.1545 4.3159 4.6666 0.273
H -1.4831 -4.7265 0.0044 0.457
H 0.0947 4.9102 3.8931 0.374
H -1.6154 -2.6645 -3.5384 0.276
H -2.8521 0.6737 2.3993 0.436
H 0.3610 0.5213 -5.3362 0.330
H -1.0034 1.5200 -4.8479 0.395
H -2.0955 1.9531 4.6398 0.445
H 4.7310 -0.6180 -4.0397 0.426
H 1.2951 -4.8982 2.5863 0.362
H -0.2520 4.3177 2.2684 0.313
H 2.2701 -0.5856 -4.4063 0.381
H -0.5358 -2.2536 -4.8774 0.330
H 3.9757 -2.1181 0.9353 0.230
H -2.1880 -1.6268 -4.8534 0.337
H -0.4006 -4.4415 2.9402 0.325
H -0.0335 -5.7220 1.7249 0.422
H -1.5278 -3.0068 -0.4273 0.037
H -1.9770 -3.5059 1.2347 0.315
H 0.5225 1.6302 -3.9655 0.373
H -3.4464 4.8701 2.6681 0.427
H -2.4231 -0.3679 -1.4494 0.219
H -1.0790 5.7481 2.8773 0.397
H -3.0340 0.4532 -2.8858 0.406
H -1.8680 1.2617 -1.8247 0.240
H 5.2224 -0.8884 0.6892 0.412
H -3.8219 3.2138 3.1269 0.341
H 3.5965 -0.4251 1.2265 0.273
H 5.6443 -0.8376 -1.7354 0.420
H -2.7334 3.5430 1.7652 0.319
H -0.4268 2.5313 4.6562 0.359
```

Entry 4:
C3H7N3O2 in the gas phase at a distorted geometry. Source: OMol25; level of theory: the ωB97M-V functional and the def2-TZVPD basis.

Charge ... 0
E_LUMO ... 0.64 eV
SMILES ... CNC(=O)NC(N)=O
E_HOMO ... -9.3873 eV
HOMO-LUMO gap ... 10.0 eV

XYZ file:
```
15
Properties=species:S:1:pos:R:3:mulliken_charge:R:1
O 1.0455 0.4920 1.2307 -0.569
O -1.8679 -1.8748 0.3898 -0.668
N 2.4105 -0.6349 -0.1296 -0.507
N 0.1831 -1.1471 -0.0852 -0.234
N -1.5749 0.3545 0.3464 -0.107
C -1.0230 1.4757 -0.3146 -0.808
C 1.2133 -0.3633 0.3897 0.560
C -1.1408 -0.9256 0.2078 0.454
H -0.1588 1.1541 -0.9464 0.295
H -0.7134 2.3295 0.3343 0.238
H 3.0161 0.1117 0.0759 0.253
H -1.8176 1.9443 -0.9111 0.339
H 0.3532 -2.1659 -0.2953 0.299
H -2.5016 0.3357 0.7089 0.242
H 2.5763 -1.0860 -1.0014 0.213
```

Entry 5:
A molecular structure, C34H28As2F5N3SY. Source: OMol25; level of theory: the ωB97M-V functional and the def2-TZVPD basis.

Charge ... +1
E_LUMO ... -3.00 eV
E_HOMO ... -9.9685 eV
HOMO-LUMO gap ... 7.0 eV

XYZ file:
```
74
Properties=species:S:1:pos:R:3:mulliken_charge:R:1
Y 0.5479 -0.4399 0.8162 0.229
As -0.4707 -2.2350 -1.3880 0.960
As -2.4639 -0.2612 0.3405 1.014
S -0.0485 -2.3733 2.6645 -0.463
F 4.6402 -0.6890 3.8396 -0.285
F 2.7006 -3.8937 6.6826 -0.269
F 4.7901 -2.2804 6.0599 -0.284
F 2.4525 -0.7085 2.2981 -0.197
F 0.5026 -3.9383 5.1536 -0.309
N 2.4257 -0.3599 -0.7339 -0.258
N 0.4450 1.4295 -0.4224 0.902
N 0.0330 1.4594 2.1970 0.319
C -0.6058 3.7892 2.2119 1.169
C 3.7057 -2.2957 5.2950 0.773
C 1.5028 -3.1329 4.8094 0.244
C 1.1344 1.6665 -4.1048 -1.494
C -3.5111 0.5207 -2.2748 -0.490
C -0.1522 1.4043 3.5028 0.009
C 2.6337 -3.1182 5.6080 0.127
C -0.5244 5.0105 0.1599 -0.967
C -0.8043 3.6887 3.6054 -0.611
C 2.4830 -1.5314 3.4106 0.017
C -1.7760 -1.1515 -2.3350 -0.064
C 0.9539 1.2805 -1.7058 -0.010
C -3.5752 0.5107 -3.6616 -0.816
C -1.8514 -1.1607 -3.7232 -0.373
C 2.7288 0.2126 -3.0674 1.107
C 2.0591 0.3682 -1.8351 0.257
C -0.5798 2.5053 4.2538 -1.052
C -3.9081 -1.4406 0.9000 -1.097
C 3.6298 -1.4882 4.1754 -0.394
C 2.2518 0.8908 -4.2123 -0.831
C -0.7892 4.9956 1.4968 -1.016
C -2.7448 -0.3305 -4.3855 -0.765
C 0.4877 1.8599 -2.8680 -0.129
C -0.1844 2.6308 1.5277 -0.262
C 0.0417 2.6396 0.1072 0.183
C 1.3874 -2.3361 3.6691 0.509
C 3.4614 -1.1692 -0.8093 -0.100
C -2.6146 -0.3008 -1.6010 0.062
C 3.8491 -0.6475 -3.0980 -0.634
C -1.4337 -3.8610 -0.9181 -1.138
C -3.2436 1.4660 0.7825 -1.619
C 4.2267 -1.3271 -1.9742 -0.968
C -0.1128 3.8531 -0.5339 -0.876
C 0.6821 -2.8753 -2.8149 -1.538
H -3.1182 1.6393 1.8510 0.394
H -3.9931 -1.4012 1.9850 0.438
H -1.1141 5.8836 2.0218 0.443
H 1.4689 -3.4799 -2.3655 0.454
H 0.0246 0.4439 3.9759 0.476
H 0.1353 -3.4873 -3.5306 0.502
H 0.7342 2.1611 -4.9804 0.418
H -4.8435 -1.1192 0.4449 0.419
H -2.7902 -0.3431 -5.4665 0.441
H -2.7220 2.2485 0.2329 0.416
H -3.6946 -2.4646 0.6015 0.298
H -0.6325 5.9299 -0.4007 0.426
H -2.2100 -4.0785 -1.6488 0.384
H -4.3060 1.4873 0.5447 0.569
H 2.7672 0.7702 -5.1560 0.449
H 1.1325 -2.0249 -3.3243 0.335
H -0.7145 -4.6790 -0.8949 0.505
H -0.7202 2.4055 5.3203 0.460
H -1.1316 4.5651 4.1516 0.466
H -0.4092 2.4619 -2.8439 0.675
H -4.1665 1.1827 -1.7228 0.391
H -1.8625 -3.7600 0.0765 0.257
H 3.7112 -1.7261 0.0875 0.442
H -4.2745 1.1585 -4.1734 0.432
H 0.0971 3.9488 -1.5868 0.653
H 5.0812 -1.9881 -1.9688 0.426
H -1.2078 -1.8079 -4.3048 0.390
H 4.3965 -0.7622 -4.0258 0.475
```

Entry 6:
2 unconnected molecules or ions with the total composition CH6OS at a distorted geometry. Source: OMol25; level of theory: the ωB97M-V functional and the def2-TZVPD basis.

Charge ... 0
E_LUMO ... 0.58 eV
SMILES ... CS.O
E_HOMO ... -9.2273 eV
HOMO-LUMO gap ... 9.8 eV

XYZ file:
```
9
Properties=species:S:1:pos:R:3:mulliken_charge:R:1
S -0.6187 -1.4440 -1.0781 -0.196
O 1.3997 2.9179 1.4430 -0.636
C -0.3605 -0.5960 0.4230 -0.645
H -0.9207 -0.3903 -1.9031 0.112
H 0.5535 -0.0294 0.5332 0.150
H -1.1790 0.1441 0.5074 0.269
H -0.4685 -1.2080 1.3251 0.299
H 1.6321 2.0077 1.6920 0.327
H 0.9182 2.8350 0.6160 0.321
```

Entry 7:
A gas-phase ion, C3H11N2 (charge +1) at a distorted geometry. Source: OMol25; level of theory: the ωB97M-V functional and the def2-TZVPD basis.

Charge ... +1
E_LUMO ... -3.09 eV
SMILES ... C[NH2+]CCN
E_HOMO ... -14.6450 eV
HOMO-LUMO gap ... 11.6 eV

XYZ file:
```
16
Properties=species:S:1:pos:R:3:mulliken_charge:R:1
N -0.2170 -0.6122 0.7569 -0.123
N -0.2950 1.8037 -0.1625 -0.595
C 0.5966 0.9629 -0.9467 -0.438
C 0.9858 -0.2830 -0.0796 -0.661
C -0.9528 -1.8633 0.3988 -0.824
H 1.8227 -0.1131 0.5820 0.367
H -0.7804 0.2660 0.6421 0.463
H 1.1929 -1.0610 -0.7995 0.288
H 0.2036 0.5619 -1.8622 0.372
H -2.0192 -1.7311 0.5775 0.367
H 1.5000 1.5290 -1.1810 0.337
H -0.6515 -2.6280 1.1220 0.339
H 0.1877 2.5073 0.3754 0.219
H -0.9950 2.3220 -0.6789 0.210
H 0.0754 -0.6106 1.7244 0.375
H -0.7403 -2.1781 -0.6134 0.304
```

ΔE to the lowest compared entry with this formula, charge and spin for every record listed, in sequence, given in kcal/mol: 30.17 0.00 20.20 10.79 0.00 6.10 13.15.
E for every record listed, in sequence, given in eV: -17779.7255 -160164.6203 -50269.5960 -11790.8452 -187324.3689 -14016.5802 -6263.0112.